# 1
{"formula": "C34H40N6O4Se2Y", "method": "wB97M-V/def2-TZVPD", "species": ["Y", "C", "N", "C", "C", "C", "C", "C", "C", "C", "N", "C", "C", "C", "C", "C", "C", "N", "C", "C", "H", "H", "H", "H", "H", "H", "H", "H", "H", "H", "H", "H", "H", "H", "H", "H", "H", "H", "H", "H", "O", "C", "C", "C", "C", "C", "C", "C", "O", "N", "N", "C", "C", "C", "C", "C", "C", "N", "H", "H", "H", "H", "H", "H", "H", "H", "H", "H", "O", "C", "C", "C", "O", "C", "Se", "C", "Se", "H", "H", "H", "H", "H", "H", "H", "H", "H", "H"], "xyz": [[0.207, 0.146, -0.340], [2.816, 2.528, 0.063], [1.980, 1.744, 0.973], [1.299, 2.660, 1.902], [2.725, 0.762, 1.728], [4.093, 0.849, 1.932], [4.778, -0.150, 2.607], [4.081, -1.253, 3.074], [2.714, -1.340, 2.882], [2.001, -0.332, 2.226], [0.634, -0.412, 1.931], [-0.218, -0.792, 2.933], [0.133, -0.798, 4.306], [-0.747, -1.194, 5.292], [-2.036, -1.600, 4.972], [-2.418, -1.552, 3.641], [-1.552, -1.139, 2.638], [-2.030, -1.029, 1.265], [-2.416, -2.352, 0.762], [-3.207, -0.146, 1.224], [3.450, 3.241, 0.609], [3.446, 1.846, -0.504], [2.169, 3.074, -0.622], [2.035, 3.168, 2.539], [0.749, 3.405, 1.332], [0.609, 2.101, 2.533], [4.646, 1.689, 1.532], [5.851, -0.076, 2.739], [4.605, -2.061, 3.571], [2.173, -2.215, 3.221], [1.126, -0.476, 4.585], [-0.422, -1.178, 6.326], [-2.731, -1.923, 5.735], [-3.431, -1.834, 3.380], [-3.212, -2.798, 1.372], [-2.783, -2.265, -0.260], [-1.554, -3.018, 0.776], [-4.040, -0.553, 1.809], [-2.944, 0.829, 1.630], [-3.544, -0.021, 0.197], [-1.770, 3.800, 2.034], [-2.548, 4.332, 1.070], [-3.191, 5.538, 1.351], [-4.002, 6.129, 0.402], [-4.193, 5.529, -0.841], [-3.568, 4.327, -1.112], [-2.742, 3.710, -0.172], [-2.098, 2.406, -0.474], [-1.107, 2.029, 0.252], [-2.630, 1.705, -1.456], [-1.969, 0.518, -1.580], [-2.416, -0.308, -2.437], [-1.751, -1.606, -2.564], [-2.216, -2.552, -3.469], [-1.597, -3.791, -3.521], [-0.530, -4.038, -2.680], [-0.104, -3.027, -1.828], [-0.701, -1.841, -1.759], [-1.323, 3.022, 1.629], [-3.030, 5.991, 2.321], [-4.488, 7.070, 0.630], [-4.821, 5.998, -1.586], [-3.701, 3.831, -2.064], [-3.273, -0.064, -3.061], [-3.055, -2.310, -4.109], [-1.942, -4.545, -4.217], [-0.005, -4.983, -2.693], [0.773, -3.146, -1.203], [1.134, -1.632, -4.183], [1.967, -0.671, -4.808], [3.012, -0.054, -3.867], [4.227, 0.217, -4.783], [5.276, 0.964, -4.181], [2.557, 1.309, -3.322], [0.664, 1.550, -2.833], [3.499, -1.026, -2.780], [2.681, -1.176, -0.986], [0.231, -1.310, -4.252], [1.359, 0.143, -5.213], [2.474, -1.164, -5.649], [3.880, 0.730, -5.692], [4.676, -0.732, -5.087], [4.877, 1.745, -3.781], [2.723, 2.071, -4.091], [3.163, 1.571, -2.455], [4.523, -0.744, -2.538], [3.529, -2.034, -3.195]], "forces_ev_per_a": [[-0.25, 0.07, 0.22], [0.00, -0.01, 0.03], [0.01, 0.03, 0.01], [-0.01, -0.02, 0.00], [0.00, -0.08, 0.00], [0.01, 0.08, -0.01], [-0.01, -0.01, 0.00], [0.01, 0.01, 0.01], [-0.02, -0.02, 0.01], [0.08, 0.03, -0.04], [-0.03, -0.11, -0.19], [0.05, 0.05, 0.02], [0.01, 0.00, -0.03], [0.00, 0.01, 0.00], [-0.01, -0.02, 0.02], [-0.02, 0.01, -0.03], [-0.07, 0.03, 0.04], [-0.01, 0.00, -0.02], [0.02, 0.01, 0.03], [0.02, -0.01, -0.02], [0.00, 0.01, -0.02], [0.00, -0.01, 0.00], [0.00, 0.01, 0.00], [0.00, 0.00, 0.01], [0.01, 0.00, -0.01], [0.01, 0.00, -0.01], [-0.01, -0.01, 0.01], [-0.01, 0.00, 0.00], [0.00, 0.00, 0.00], [0.00, 0.00, -0.01], [0.00, 0.00, 0.01], [0.00, 0.00, 0.00], [0.01, 0.00, 0.00], [0.00, 0.00, -0.01], [0.00, -0.01, 0.00], [0.00, 0.00, 0.00], [0.01, 0.00, -0.01], [-0.01, 0.00, 0.00], [0.01, -0.01, 0.01], [0.02, -0.01, 0.01], [-0.02, 0.03, 0.00], [0.02, 0.00, 0.03], [0.00, -0.01, -0.01], [-0.01, 0.01, -0.01], [0.00, 0.01, 0.01], [0.00, -0.02, -0.01], [0.00, 0.00, 0.01], [-0.03, 0.06, -0.03], [0.03, -0.04, -0.01], [0.06, -0.05, 0.02], [0.10, 0.06, 0.07], [0.00, -0.10, -0.04], [-0.05, 0.04, 0.02], [-0.01, 0.02, 0.01], [-0.01, -0.02, -0.02], [0.00, 0.02, 0.02], [-0.02, -0.02, -0.05], [0.03, 0.02, 0.00], [-0.01, -0.02, -0.01], [0.00, -0.01, -0.01], [0.00, -0.01, 0.00], [0.00, 0.00, 0.00], [0.00, 0.01, 0.00], [-0.01, -0.01, -0.01], [0.01, -0.01, 0.00], [0.00, 0.00, 0.00], [0.00, 0.01, 0.00], [0.00, 0.01, 0.00], [-0.05, -0.16, -0.26], [0.03, 0.10, 0.03], [0.06, 0.02, -0.01], [0.02, 0.03, 0.00], [-0.04, -0.01, -0.02], [-0.10, 0.06, 0.07], [0.06, -0.09, -0.02], [-0.03, -0.04, 0.00], [0.05, 0.11, 0.06], [0.02, 0.14, 0.24], [0.03, -0.04, -0.08], [0.04, -0.04, 0.06], [-0.01, -0.01, 0.01], [-0.01, 0.00, 0.01], [0.01, 0.00, 0.01], [0.03, -0.01, -0.02], [0.02, -0.01, -0.02], [0.02, -0.03, -0.06], [-0.05, 0.00, -0.03]], "mulliken_charge": [-0.086, -1.936, 1.887, -1.576, 0.672, -0.256, -0.936, -0.786, -0.139, -0.963, 1.172, -0.115, -0.595, -0.925, -1.023, -0.279, -0.563, 1.706, -1.273, -1.568, 0.395, 0.508, 0.242, 0.419, 0.560, 0.155, 0.386, 0.383, 0.386, 0.547, 0.463, 0.387, 0.383, 0.274, 0.385, 0.341, 0.231, 0.502, 0.288, 0.392, -0.712, 0.299, -0.733, -0.314, -0.814, -0.516, 0.022, 0.277, 0.921, -1.500, 1.402, -1.356, 0.689, -0.854, -0.664, -0.936, -0.968, 2.027, -0.070, 0.448, 0.371, 0.381, 0.426, 0.212, 0.493, 0.411, 0.457, 0.536, -0.291, -1.684, 3.214, -1.328, -0.561, -1.772, -0.395, -1.553, -0.468, 0.175, 0.468, 0.295, 0.442, 0.465, 0.352, 0.530, 0.172, 0.572, 0.385], "multiplicity": 1, "charge": -1, "homo_lumo_gap_ev": 5.93}

# 2
{"formula": "C11H13FeN2O6", "method": "wB97M-V/def2-TZVPD", "species": ["O", "C", "Fe", "O", "C", "C", "O", "C", "O", "C", "O", "H", "C", "N", "C", "C", "C", "N", "C", "C", "O", "H", "H", "H", "H", "H", "H", "H", "H", "H", "H", "H", "H"], "xyz": [[1.681, 5.741, -0.100], [1.812, 4.733, -0.622], [1.373, 0.313, -2.962], [-1.325, 1.447, -2.739], [-0.196, 1.069, -2.628], [0.520, -1.276, -2.893], [0.117, -2.343, -3.174], [2.835, -0.483, -4.423], [3.974, -0.772, -4.378], [1.701, 1.198, -4.677], [1.714, 1.693, -5.741], [0.600, 0.873, -1.514], [0.978, -2.397, 0.824], [0.025, -1.533, 1.479], [-0.958, -2.123, 2.351], [-1.564, -1.030, 3.211], [-2.056, 0.127, 2.363], [-0.957, 0.616, 1.577], [-1.038, 1.943, 1.006], [0.014, -0.219, 1.093], [0.948, 0.231, 0.370], [0.944, -3.389, 1.287], [1.991, -2.003, 0.926], [0.777, -2.444, -0.253], [-1.740, -2.622, 1.743], [-0.412, -2.864, 2.952], [-0.819, -0.671, 3.937], [-2.419, -1.422, 3.763], [-2.427, 0.970, 2.960], [-2.882, -0.214, 1.710], [-1.560, 1.913, 0.042], [-1.610, 2.583, 1.691], [-0.040, 2.353, 0.816]], "forces_ev_per_a": [[0.33, -2.28, -1.19], [-0.35, 2.25, 1.18], [2.56, 1.78, 0.04], [4.29, -1.19, 1.27], [-6.14, 2.26, -0.57], [-2.30, -8.42, -1.50], [1.31, 4.85, 1.49], [6.85, -3.79, 0.25], [-5.28, 1.60, -0.36], [-0.84, 5.22, -5.19], [0.09, -2.66, 4.71], [-0.36, 0.48, -0.36], [0.49, -0.44, 0.07], [-0.35, 0.21, -0.47], [-0.35, 0.07, 0.54], [-0.23, 0.01, 0.60], [-0.34, -0.30, 0.57], [-0.34, -0.22, -0.75], [0.11, 0.69, 0.23], [3.15, 1.20, -1.22], [-2.00, -0.96, 0.83], [-0.16, 0.26, -0.27], [-0.07, 0.20, 0.08], [-0.10, -0.08, 0.19], [0.39, 0.00, 0.15], [-0.46, 0.06, -0.15], [-0.22, -0.09, -0.14], [0.15, -0.07, 0.08], [0.01, -0.33, -0.07], [0.22, 0.25, -0.04], [-0.09, -0.15, 0.03], [0.20, -0.20, -0.24], [-0.17, -0.21, 0.21]], "mulliken_charge": [-0.157, 0.161, -0.171, -0.332, 0.310, 0.314, -0.194, 0.337, -0.139, 0.491, -0.162, 0.564, -0.697, 0.240, -0.462, -0.753, -0.456, 0.250, -0.858, 0.450, -0.774, 0.367, 0.350, 0.154, 0.303, 0.437, 0.343, 0.373, 0.391, 0.288, 0.322, 0.321, 0.390], "multiplicity": 6, "charge": 2, "homo_lumo_gap_ev": [6.90, 5.95]}

# 3
{"formula": "C6H11N", "method": "wB97M-V/def2-TZVPD", "species": ["C", "C", "C", "C", "C", "C", "N", "H", "H", "H", "H", "H", "H", "H", "H", "H", "H", "H"], "xyz": [[-0.759, 1.272, -0.690], [0.961, -0.640, -1.706], [-0.802, -1.048, 1.761], [1.048, 0.800, 0.314], [0.332, -0.245, -0.378], [-0.387, -1.212, 0.330], [1.467, 1.663, 1.043], [0.916, 2.459, 1.377], [-0.361, -2.209, -0.090], [-1.382, 1.400, 0.188], [-1.305, 0.813, -1.506], [-0.275, 2.199, -1.009], [1.159, 0.223, -2.343], [1.901, -1.167, -1.536], [0.270, -1.304, -2.227], [-1.582, -1.765, 2.025], [-1.215, -0.051, 1.961], [0.016, -1.189, 2.487]], "forces_ev_per_a": [[0.45, -0.02, 0.14], [-0.07, 0.07, 0.03], [0.08, 0.04, 0.06], [-0.51, 0.45, 0.17], [0.02, -0.27, -0.01], [0.11, 0.06, -0.10], [-0.13, -0.26, -0.12], [0.09, -0.12, -0.20], [0.00, 0.04, -0.05], [0.02, -0.03, 0.02], [0.05, -0.06, 0.03], [-0.04, 0.01, 0.01], [-0.01, 0.00, 0.02], [-0.05, 0.02, 0.01], [0.01, 0.03, 0.05], [0.04, 0.05, -0.02], [-0.01, -0.01, -0.01], [-0.05, 0.01, -0.03]], "mulliken_charge": [-1.452, -1.592, -1.205, -0.120, 1.575, -0.588, -0.497, 0.284, 0.349, 0.450, 0.368, 0.404, 0.379, 0.351, 0.430, 0.363, 0.257, 0.244], "multiplicity": 1, "charge": 0, "homo_lumo_gap_ev": [6.52, 6.52]}

One value per record, in order, for ΔE to the lowest compared entry with this formula, charge and spin: 8.4; 0.3; 119.1 kcal per mole.